The following is a quantum chemistry calculation of 2 unconnected molecules or ions with the total composition C3H10N2O2, from OMol25.

CARTESIAN COORDINATES (ANGSTROEM)
C  -0.1745  -1.2437  0.4411
C  0.7563  -0.1079  0.0556
N  1.9145  -0.0341  0.9481
C  -0.0538  1.1922  0.0820
N  -0.1341  1.7726  1.3050
O  -0.6387  1.5746  -0.9123
H  -0.3615  -1.3035  1.5048
H  -1.1376  -1.0524  -0.0348
H  0.1423  -2.1979  0.0248
H  1.0472  -0.2277  -0.9885
H  2.4768  -0.8609  0.7811
H  2.5101  0.7262  0.6301
H  -0.4117  2.7306  1.4494
H  0.5037  1.4220  2.0038
O  -1.9386  -1.1171  -2.4179
H  -2.8218  -1.0235  -2.7929
H  -1.6788  -0.2497  -2.0794

* HOMO energy: -9.94 eV
* DFT total energy: -380.32295 Eh
* SMILES string: C[C@H](N)C(N)=O.O
* max |F|: 0.9 eV/Å
* frontier orbital gap: 0.3966 hartree
* energy relative to the best compared isomer or geometry (same formula, charge and spin): 8.61 kcal per mole

***

The following is a quantum chemistry calculation of C9H6O in the gas phase at a distorted geometry, from OMol25.

CARTESIAN COORDINATES (ANGSTROEM)
C  2.8076  1.7461  -0.0684
C  1.7819  1.1323  -0.1286
C  0.3596  0.5396  -0.0285
C  -0.7306  1.3630  0.1100
C  -2.0009  0.9271  0.1308
C  -2.1680  -0.5146  0.0340
C  -1.1122  -1.2851  -0.0884
C  0.2950  -0.8175  -0.1317
C  1.2833  -1.7414  -0.1960
O  2.3631  -1.8034  0.4508
H  3.9935  2.1872  -0.0719
H  -0.4219  2.5112  0.4278
H  -3.0026  1.6482  0.2845
H  -3.2501  -1.1057  -0.0250
H  -1.3197  -2.2515  -0.0453
H  1.1219  -2.5357  -0.6542

* HOMO energy: -9.51 eV
* DFT total energy: -421.58064 Eh
* SMILES string: C#Cc1ccccc1C=O
* max |F|: 9.6 eV/Å
* frontier orbital gap: 0.3328 hartree
* energy relative to the best compared isomer or geometry (same formula, charge and spin): 74.94 kcal per mole

***

The following is a quantum chemistry calculation of 12 unconnected molecules or ions with the total composition C43H65F21O29 at a distorted geometry, from OMol25.

CARTESIAN COORDINATES (ANGSTROEM)
C  -2.2459  -6.8363  -0.8791
C  -3.5793  -6.2017  -1.1912
O  -3.5196  -5.7016  -2.4729
C  -4.4213  -6.1124  -3.4923
O  -4.9274  -7.2178  -3.5325
C  -4.4601  -5.2172  -4.7190
F  -3.7977  -4.0671  -4.5455
F  -3.8914  -5.8846  -5.7630
F  -5.8050  -5.0297  -4.9066
H  -2.0936  -7.7472  -1.4580
H  -2.1341  -7.1473  0.1597
H  -1.3532  -6.2330  -1.0441
H  -3.6960  -5.3790  -0.4858
H  -4.4294  -6.8241  -0.9120
C  2.3488  -8.9143  -7.4453
C  0.9712  -8.5420  -6.9154
O  0.5388  -9.5604  -5.9840
C  -0.1048  -10.7165  -6.3171
O  -0.4091  -10.9075  -7.5353
C  -0.5202  -11.6227  -5.1637
F  -0.5468  -12.8729  -5.5761
F  0.1792  -11.5397  -4.0517
F  -1.7654  -11.2994  -4.8440
H  3.0100  -9.5318  -6.8374
H  2.8802  -8.0274  -7.7906
H  2.1571  -9.4163  -8.3936
H  0.3610  -8.4426  -7.8131
H  1.0795  -7.5890  -6.3976
C  7.9776  1.0616  -5.8307
C  6.4285  1.1752  -5.9954
O  6.0043  0.5309  -7.2365
C  6.6323  0.6237  -8.4022
O  7.4432  1.4951  -8.7668
C  6.1925  -0.4934  -9.3826
F  5.5004  -1.4939  -8.8571
F  5.3701  0.1113  -10.2566
F  7.2364  -0.9243  -10.0919
H  8.1573  0.8700  -4.7728
H  8.4931  1.9278  -6.2456
H  8.3641  0.1239  -6.2300
H  6.2827  2.2521  -5.9115
H  5.7978  0.7263  -5.2280
C  -3.2855  9.1456  6.7900
C  -1.9879  9.0253  7.6831
O  -2.2647  8.3006  8.8992
C  -2.1666  6.8816  9.0860
O  -1.8951  6.1551  8.1144
C  -2.4488  6.3738  10.5098
F  -2.9932  5.1697  10.5358
F  -1.2563  6.3584  11.0685
F  -3.2312  7.2135  11.2404
H  -2.8556  9.3921  5.8192
H  -3.6606  10.0576  7.2544
H  -4.0135  8.3355  6.7482
H  -1.6276  10.0214  7.9401
H  -1.1847  8.5796  7.0962
C  2.3253  7.4169  0.5625
C  1.4173  7.8805  -0.5910
O  2.2959  8.6426  -1.4722
C  2.2469  10.0728  -1.5788
O  1.4176  10.7719  -0.9800
C  3.2923  10.7185  -2.5089
F  3.9089  9.7184  -3.2040
F  2.7354  11.5210  -3.4060
F  4.1968  11.4565  -1.7901
H  1.6255  7.3564  1.3961
H  3.0771  8.1856  0.7413
H  2.8278  6.4681  0.3745
H  0.6901  8.5899  -0.1961
H  0.8307  7.1589  -1.1596
C  5.3575  -7.7214  0.0210
C  5.5525  -6.9579  1.3871
O  6.3800  -7.6526  2.2880
C  7.6469  -7.5075  2.3776
O  8.3454  -6.9611  1.4717
C  8.2946  -8.2886  3.5014
F  9.1141  -7.4979  4.0098
F  7.4822  -8.5833  4.5099
F  8.8418  -9.3881  3.1546
H  4.5662  -7.1929  -0.5104
H  5.1528  -8.7446  0.3363
H  6.3066  -7.5606  -0.4903
H  4.6205  -6.6595  1.8671
H  5.9305  -5.9653  1.1422
C  4.2796  1.4832  6.6403
C  4.8242  0.2254  6.0484
O  5.1931  -0.6264  7.1185
C  5.3390  -1.9691  6.7889
O  5.1142  -2.4212  5.6296
C  5.7411  -2.7934  8.0893
F  6.9493  -3.2858  7.9345
F  5.6764  -2.0995  9.2094
F  4.9615  -3.8971  8.1354
H  3.5487  1.3648  7.4402
H  3.9129  2.0791  5.8046
H  5.1748  1.9003  7.1016
H  5.6978  0.3826  5.4157
H  4.0861  -0.2903  5.4342
C  -1.0232  0.5557  3.4863
O  -0.8045  -0.4287  2.5425
C  -0.4566  -0.0775  1.3415
O  -0.2966  1.0656  0.9330
O  -0.2243  -1.2565  0.7123
C  0.4020  -1.3196  -0.6358
H  -1.9009  1.1739  3.2974
H  -0.1706  1.2312  3.5564
H  -1.1649  0.0521  4.4425
H  0.7211  -2.3071  -0.9692
H  1.3671  -0.8160  -0.6913
H  -0.2573  -0.9106  -1.4015
C  -5.7207  -5.4196  5.1180
O  -4.4964  -5.7402  5.7343
C  -3.8107  -4.8507  6.4260
O  -4.2224  -3.7166  6.6759
O  -2.6547  -5.3875  6.8180
C  -1.6721  -4.5009  7.3908
H  -6.3309  -5.0557  5.9447
H  -6.1691  -6.2700  4.6042
H  -5.6248  -4.7062  4.2995
H  -2.1772  -4.0200  8.2285
H  -1.4899  -3.6705  6.7087
H  -0.7196  -4.9460  7.6783
C  -4.5892  6.3507  2.0775
O  -5.2196  7.0360  1.0148
C  -6.5502  7.5041  1.1071
O  -7.4020  7.1046  1.9065
O  -6.7556  8.4195  0.1910
C  -8.0473  8.8183  -0.2336
H  -3.9991  5.5531  1.6261
H  -5.2933  5.7953  2.6971
H  -3.9887  7.0708  2.6332
H  -7.9218  9.4989  -1.0758
H  -8.4658  9.3798  0.6016
H  -8.6641  7.9424  -0.4346
C  -1.1083  3.8297  -5.4043
O  -0.7270  4.0433  -6.7562
C  0.1121  5.0617  -7.0943
O  0.4311  5.9945  -6.3571
O  0.6305  4.8533  -8.3040
C  1.5696  5.8061  -8.7933
H  -0.5323  4.5122  -4.7793
H  -1.1872  2.7903  -5.0857
H  -2.1766  4.0333  -5.3310
H  1.3332  6.8388  -8.5369
H  1.5870  5.8403  -9.8826
H  2.5298  5.3632  -8.5284
C  -7.7697  0.7148  0.9863
O  -7.9085  1.2973  -0.3105
C  -7.8756  0.4963  -1.4284
O  -7.5829  -0.7060  -1.4119
O  -7.9698  1.2939  -2.4754
C  -7.9918  0.8662  -3.7921
H  -8.1522  1.3897  1.7520
H  -6.7413  0.6483  1.3413
H  -8.3468  -0.2068  1.0626
H  -7.8361  1.6795  -4.5008
H  -9.0203  0.6018  -4.0376
H  -7.2854  0.0622  -3.9989

* HOMO energy: -10.85 eV
* DFT total energy: -5956.45644 Eh
* SMILES string: CCOC(=O)C(F)(F)F.CCOC(=O)C(F)(F)F.CCOC(=O)C(F)(F)F.CCOC(=O)C(F)(F)F.CCOC(=O)C(F)(F)F.CCOC(=O)C(F)(F)F.CCOC(=O)C(F)(F)F.COC(=O)OC.COC(=O)OC.COC(=O)OC.COC(=O)OC.COC(=O)OC
* max |F|: 7.0 eV/Å
* frontier orbital gap: 0.3930 hartree
* energy relative to the best compared isomer or geometry (same formula, charge and spin): 143.22 kcal per mole

***

The following is a quantum chemistry calculation of a molecular structure, C27H23N3OS4Ti at a distorted geometry, from OMol25.

CARTESIAN COORDINATES (ANGSTROEM)
Ti  -0.0593  -0.4057  -1.3242
C  -1.7045  -0.7391  1.4968
C  -0.7353  0.0968  0.6942
N  0.5573  -0.3901  0.5841
N  1.6490  0.3872  0.9890
C  2.6044  0.3157  0.1486
S  2.5442  -0.5336  -1.3870
S  4.1056  1.1990  0.5326
C  3.4357  2.4650  1.6506
C  3.1745  2.0479  3.0736
C  4.2189  1.6758  3.9146
C  3.9797  1.3176  5.2336
C  2.6831  1.3297  5.7298
C  1.6349  1.6984  4.8963
C  1.8763  2.0529  3.5777
C  -0.9070  1.5656  0.7601
C  -1.5224  2.2783  1.7775
C  -1.5520  3.6746  1.7570
C  -0.9577  4.3555  0.7027
C  -0.3558  3.6668  -0.3452
C  -0.3499  2.2686  -0.3385
O  0.1274  1.5443  -1.3222
H  -1.5177  -0.6644  2.5789
H  -1.6203  -1.7940  1.2252
H  -2.7364  -0.4323  1.3055
H  2.5112  2.8294  1.2015
H  4.1645  3.2797  1.6377
H  5.2294  1.6483  3.5213
H  4.8057  1.0239  5.8717
H  2.4894  1.0421  6.7570
H  0.6165  1.6971  5.2664
H  1.0574  2.3071  2.9150
H  -1.9748  1.7418  2.6058
H  -2.0322  4.2229  2.5601
H  -0.9757  5.4409  0.6858
H  0.0870  4.1833  -1.1882
S  0.0454  -0.6524  -3.8307
C  -1.6152  -0.8221  -4.3798
C  -1.8751  -1.0543  -5.7347
C  -3.1655  -1.2002  -6.2209
C  -4.2406  -1.1188  -5.3424
C  -4.0007  -0.8919  -3.9955
C  -2.7073  -0.7389  -3.4892
S  -2.4776  -0.4421  -1.7671
H  -1.0293  -1.1160  -6.4104
H  -3.3302  -1.3768  -7.2789
H  -5.2578  -1.2306  -5.7032
H  -4.8291  -0.8243  -3.2986
C  0.0748  -5.4496  -1.1091
C  0.8408  -4.6902  -0.2401
C  0.7193  -3.3098  -0.2815
N  -0.1109  -2.6952  -1.1258
C  -0.8514  -3.4263  -1.9628
C  -0.7882  -4.8100  -1.9853
H  0.1502  -6.5315  -1.1058
H  1.5306  -5.1432  0.4591
H  1.2784  -2.6432  0.3629
H  -1.5065  -2.8714  -2.6210
H  -1.4050  -5.3578  -2.6846

* HOMO energy: -0.86 eV
* DFT total energy: -3724.58551 Eh
* max |F|: 1.0 eV/Å
* frontier orbital gap: 0.1984 hartree
* total charge: -2
* energy relative to the best compared isomer or geometry (same formula, charge and spin): 0.64 kcal per mole